Density functional theory data (the ωB97M-V functional and the def2-TZVPD basis) for a molecular structure, C4H8ClN2.

Last column: Löwdin charge in e.
Positions of all 15 atoms, in Å:
C  1.451  -1.047  0.419  -0.017
C  0.625  1.076  0.407  -0.126
C  -0.239  0.167  -0.523  -0.750
C  -2.131  -0.001  -0.312  0.046
N  1.632  0.151  0.867  0.082
N  0.373  -1.092  -0.387  0.051
Cl  -0.066  0.773  -2.149  0.726
H  1.921  -1.903  0.698  0.142
H  1.083  2.039  0.074  0.144
H  0.224  1.374  1.387  0.140
H  -2.421  -0.004  0.686  0.019
H  -2.290  -1.021  -0.827  0.086
H  -2.546  0.868  -0.901  0.069
H  2.351  0.508  1.513  0.200
H  0.032  -1.888  -0.950  0.187

Atoms 1-6, force components in eV/Å:
-2.8317 1.6079 -1.4943
-0.3924 0.8326 1.6423
-3.7490 1.8352 0.5117
3.5877 -0.2450 -3.4773
1.9703 0.3045 0.5038
0.7753 -1.5167 0.4161

For the HOMO energy, the calculation gives -0.523 Ha. The calculation puts the energy above the lowest of the compared OMol25 structures with the same formula, charge and spin at 187.3 kJ/mol. The value obtained for the strongest force on any atom is 0.0973 Eh/bohr. Its energy is -19772.3932 eV. As for the gap between HOMO and LUMO: 10.37 eV. The charge is +1.